DFT (the ωB97M-V functional and the def2-TZVPD basis) results for an isolated molecule of C4H9NO.

Atoms and positions in Å:
C1 -1.5390 1.0035 0.2220
H1 -0.8243 0.9732 1.0560
H2 1.6378 -1.6907 0.9809
H3 1.4476 0.9813 0.4994
C2 -0.8337 1.1534 -1.1002
C3 0.9389 -0.8603 0.8457
H4 -0.5693 -1.3996 -0.6246
H5 0.1016 -1.0228 1.5352
H6 0.7220 0.4957 -2.1205
H7 -2.1420 1.9008 0.3317
H8 1.0709 -1.5065 -1.2466
N1 0.2113 0.3706 -1.2547
O1 1.6099 0.3277 1.1923
C4 0.4158 -0.9215 -0.6007
H9 -2.2277 0.1547 0.3323

Cartesian forces, eV/Å:
-0.070 0.231 0.010
-0.128 -0.057 -0.076
-0.060 0.028 0.069
-0.007 0.009 0.098
0.401 0.587 0.086
-0.112 -0.407 0.092
0.273 -0.239 0.209
0.100 0.071 -0.041
-0.055 -0.054 0.129
-0.156 -0.049 0.197
0.097 0.056 0.116
-0.465 0.021 -0.379
0.129 0.180 -0.278
-0.153 -0.278 0.037
0.205 -0.099 -0.268

As for the net charge: 0. The value obtained for the relative energy (zero: lowest compared OMol25 entry of this formula, charge and spin) is 337.05 kJ/mol. As for the LUMO energy: 0.8 eV. The calculation puts the total energy at -287.704076 Eh. The molecular weight comes out at 87.12 g/mol.

Atomic partial charges in e from the natural (NBO) method, atoms 1 to 8:
1 C -0.778
2 H 0.221
3 H 0.180
4 H 0.475
5 C 0.128
6 C -0.075
7 H 0.206
8 H 0.164